65
Properties=species:S:1:pos:R:3:forces:R:3:lowdin_charge:R:1 method="wB97M-V/def2-TZVPD" s_squared=2.035 e_tot_ha=-2173.05944 spin_multiplicity=3 gap_ev="5.64 / 5.39" e_above_lowest_kj_mol=35.13 total_charge=+1
C 2.731 -3.425 -1.976 0.0 -0.5 0.6 -0.062
C 2.207 -2.170 -2.240 -1.4 0.7 -0.2 -0.221
C 0.774 -2.057 -2.386 1.2 -0.6 0.5 -0.195
C 0.045 -2.946 -1.530 0.2 -0.9 -0.1 -0.186
C 0.572 -4.228 -1.254 -0.5 0.7 0.5 -0.012
C 1.902 -4.469 -1.558 0.7 -0.2 -0.3 -0.073
C -1.147 -2.409 -0.954 -0.8 -1.4 -1.7 -0.048
C -1.824 -1.438 -1.754 -1.1 0.1 0.0 -0.183
C -1.024 -0.657 -2.647 -0.5 1.2 0.0 -0.199
C -1.481 0.694 -2.854 0.8 -0.8 0.0 -0.212
C -2.847 0.933 -2.781 -0.8 -0.4 0.6 -0.044
C -3.717 -0.050 -2.279 -0.2 1.1 -0.4 -0.058
C -3.218 -1.205 -1.689 1.2 -0.1 0.3 -0.009
H 3.806 -3.560 -2.034 0.0 -0.1 0.1 0.120
H -0.059 -5.002 -0.772 0.5 0.7 -0.3 0.131
H 2.334 -5.444 -1.363 0.0 0.0 -0.1 0.111
H -1.727 -3.019 -0.275 0.0 0.0 0.3 0.127
H -3.222 1.911 -3.066 -0.1 -0.1 0.1 0.119
H -4.784 0.164 -2.232 0.2 -0.1 -0.1 0.113
H -3.880 -1.905 -1.164 0.4 0.4 -0.2 0.129
N 0.168 -1.096 -3.155 0.4 1.0 2.3 0.226
Au 0.503 -0.111 1.073 -0.2 0.4 -2.1 0.764
C 2.957 -0.876 -1.995 -0.8 -0.2 -0.4 -0.226
H 2.524 -0.099 -2.653 0.4 -0.1 0.3 0.083
H 4.042 -0.993 -2.168 -0.4 0.3 0.3 0.105
C -0.438 1.796 -2.829 -0.2 -0.6 -0.2 -0.260
H 0.440 1.460 -3.407 -0.2 0.3 0.1 0.085
H -0.843 2.756 -3.185 0.2 -0.3 -0.1 0.096
P 2.668 -0.308 -0.187 0.9 -1.1 -0.7 0.808
P 0.147 2.029 -1.043 -0.2 0.0 -0.8 0.850
C -1.197 3.080 -0.390 0.0 0.1 0.0 -0.271
H -0.903 3.466 0.599 -0.2 -0.1 -0.3 0.042
H -1.366 3.919 -1.080 -0.1 -0.1 0.3 0.054
H -2.113 2.481 -0.306 0.2 0.2 0.1 0.033
C 1.450 3.283 -1.296 0.1 0.3 0.0 -0.289
H 1.002 4.221 -1.645 0.2 -0.1 0.0 0.053
H 1.965 3.472 -0.344 -0.1 0.0 -0.3 0.036
H 2.182 2.931 -2.033 -0.2 0.1 0.2 0.038
C 3.521 -1.591 0.779 0.2 0.0 -0.2 -0.265
H 4.504 -1.811 0.339 -0.2 0.0 0.2 0.059
H 3.647 -1.201 1.799 0.0 -0.3 -0.2 0.052
H 2.895 -2.492 0.788 0.3 0.2 0.1 0.045
C 3.886 1.052 -0.149 0.0 0.2 0.0 -0.250
H 3.865 1.563 0.816 0.1 0.0 -0.1 0.037
H 4.888 0.620 -0.297 -0.3 0.1 0.0 0.066
H 3.694 1.787 -0.943 0.1 -0.3 0.3 0.031
C 1.345 1.386 2.026 1.6 3.4 2.9 -0.246
O 1.844 2.274 2.559 -1.2 -2.2 -1.5 0.149
H -0.251 -1.211 0.275 -0.2 -0.7 -0.2 -0.016
C -3.665 -0.026 3.650 0.0 0.0 0.1 -0.182
Si -1.899 0.525 3.308 -0.5 0.0 0.3 0.377
C -1.786 2.387 3.457 0.0 0.2 -0.1 -0.182
C -0.716 -0.264 4.527 0.0 -0.1 0.0 -0.190
C -1.575 -0.074 1.568 0.3 -0.9 0.2 -0.348
H -3.951 0.181 4.687 0.0 0.0 -0.1 0.036
H -3.769 -1.108 3.484 0.0 0.2 0.0 0.035
H -4.374 0.499 2.995 0.1 -0.2 0.1 0.037
H -2.233 2.700 4.410 0.1 -0.1 -0.2 0.044
H -0.749 2.750 3.456 -0.2 0.0 0.0 0.012
H -2.344 2.894 2.657 0.1 -0.1 0.2 0.030
H -0.556 -1.323 4.281 0.1 0.2 0.1 0.035
H 0.252 0.254 4.543 -0.1 -0.2 0.0 0.017
H -1.140 -0.219 5.541 0.1 0.0 -0.2 0.041
H -2.110 0.464 0.774 0.3 -0.2 0.1 0.005
H -1.850 -1.144 1.523 -0.3 0.6 0.0 -0.001

65
Properties=species:S:1:pos:R:3:forces:R:3:lowdin_charge:R:1 method="wB97M-V/def2-TZVPD" e_tot_ha=-1325.50625 gap_ev=8.62 e_above_lowest_kj_mol=177.14 smiles="O=C(C1CCN(C2CCN(Cc3ccc4c(c3)CCO4)CC2)CC1)N1CCOCC1" total_charge=0
O -3.443 -2.170 0.291 0.3 -0.3 0.0 0.065
C -3.728 -0.989 0.221 0.1 0.3 -0.1 -0.420
C -2.708 0.059 -0.201 0.2 -0.4 0.1 -0.244
C -1.533 -0.603 -0.916 -0.1 0.2 -0.1 -0.132
C -0.458 0.425 -1.257 -0.1 -0.2 0.0 -0.191
N 0.029 1.056 -0.046 0.0 0.1 -0.1 -0.124
C 1.215 1.910 -0.167 0.2 -0.2 0.2 -0.316
C 1.993 1.845 1.154 0.1 0.3 -0.2 -0.117
C 3.249 2.723 1.093 -0.1 0.0 0.1 -0.176
N 4.136 2.431 -0.009 0.1 0.1 0.0 -0.170
C 5.149 1.411 0.204 0.0 0.1 0.0 -0.146
C 4.676 -0.012 0.395 0.2 0.0 0.0 -0.219
C 4.393 -0.497 1.666 0.1 -0.1 -0.2 -0.054
C 3.909 -1.781 1.874 -0.1 -0.3 0.0 0.016
C 3.711 -2.582 0.766 0.2 0.4 -0.4 -0.236
C 4.007 -2.121 -0.516 -0.1 -0.2 0.2 -0.156
C 4.495 -0.849 -0.707 0.1 -0.1 0.3 -0.002
C 3.705 -3.221 -1.492 0.0 0.0 0.0 -0.083
C 3.160 -4.325 -0.562 -0.2 -0.4 -0.5 -0.142
O 3.245 -3.855 0.784 0.0 0.1 0.5 -0.012
C 3.420 2.403 -1.261 -0.1 -0.1 -0.1 -0.175
C 2.175 1.501 -1.283 -0.1 0.3 0.1 -0.133
C -1.059 1.755 0.609 -0.1 -0.1 0.3 -0.189
C -2.149 0.775 1.033 -0.1 0.3 -0.2 -0.122
N -4.967 -0.552 0.566 -0.4 -0.1 0.2 -0.049
C -5.524 0.775 0.446 -0.2 0.2 -0.3 -0.126
C -6.692 0.739 -0.552 0.3 0.3 0.1 -0.188
O -7.673 -0.188 -0.158 -0.1 0.1 0.0 -0.131
C -7.129 -1.487 -0.047 0.2 -0.2 0.2 -0.180
C -5.978 -1.518 0.959 -0.2 -0.3 -0.2 -0.110
H -3.165 0.787 -0.879 0.0 0.0 0.1 0.138
H -1.111 -1.367 -0.263 0.0 0.0 0.0 0.124
H -1.877 -1.091 -1.830 0.0 -0.1 0.0 0.124
H -0.872 1.166 -1.969 0.1 0.0 0.0 0.130
H 0.365 -0.097 -1.744 0.0 0.1 -0.1 0.109
H 0.909 2.959 -0.355 0.0 -0.1 0.0 0.151
H 2.263 0.805 1.334 -0.1 0.0 0.0 0.104
H 1.373 2.181 1.985 -0.1 0.0 0.1 0.107
H 3.810 2.641 2.026 0.0 0.1 0.0 0.117
H 2.935 3.770 0.979 0.0 0.0 0.1 0.121
H 5.819 1.455 -0.660 0.0 0.0 0.1 0.121
H 5.718 1.721 1.086 0.1 -0.1 -0.1 0.121
H 4.554 0.143 2.521 0.0 0.1 0.1 0.115
H 3.691 -2.147 2.864 0.0 0.0 0.1 0.117
H 4.737 -0.501 -1.701 0.0 0.1 -0.1 0.126
H 2.965 -2.914 -2.233 0.0 0.0 0.0 0.116
H 4.603 -3.543 -2.022 0.0 0.0 0.0 0.118
H 3.739 -5.251 -0.629 -0.1 0.1 0.0 0.121
H 2.110 -4.555 -0.770 0.1 0.0 0.0 0.123
H 4.108 2.099 -2.053 0.0 0.1 0.0 0.118
H 3.102 3.433 -1.470 0.0 0.0 -0.1 0.122
H 2.470 0.462 -1.138 -0.1 0.0 -0.1 0.098
H 1.702 1.607 -2.261 0.0 -0.1 0.0 0.114
H -1.498 2.526 -0.057 0.1 0.0 0.0 0.130
H -0.673 2.262 1.495 0.0 0.1 -0.1 0.113
H -1.714 0.031 1.701 0.0 0.0 0.1 0.135
H -2.933 1.309 1.573 0.0 0.0 0.1 0.112
H -4.781 1.497 0.118 0.0 0.0 0.0 0.113
H -5.907 1.082 1.427 0.1 0.1 -0.1 0.135
H -7.189 1.710 -0.599 0.1 0.0 0.0 0.127
H -6.306 0.478 -1.550 0.0 0.0 0.1 0.130
H -7.947 -2.132 0.277 0.1 0.0 0.0 0.127
H -6.765 -1.824 -1.029 0.0 0.0 0.1 0.132
H -5.511 -2.503 0.985 -0.1 0.1 0.0 0.123
H -6.351 -1.257 1.956 0.0 0.0 0.0 0.133

60
Properties=species:S:1:pos:R:3:forces:R:3:lowdin_charge:R:1 method="wB97M-V/def2-TZVPD" e_tot_ha=-1224.68225 gap_ev=5.93 e_above_lowest_kj_mol=59.03 total_charge=+1
C -4.507 -2.557 -0.062 -0.2 0.0 0.0 -0.091
C -4.600 -1.210 -0.791 1.6 0.2 -0.2 -0.626
C -4.835 -1.411 -2.293 -0.3 0.0 0.0 -0.093
C -5.621 -0.261 -0.149 0.0 0.1 0.0 -0.081
Si -2.882 -0.312 -0.600 -1.3 -0.2 0.2 0.624
C -2.818 1.292 -1.502 0.2 0.2 -0.1 -0.148
C -2.428 -0.107 1.174 0.3 0.0 0.1 -0.147
C -1.418 -1.404 -1.431 1.3 -0.3 -0.1 -0.137
C -0.111 -0.798 -1.296 -0.8 -3.2 -1.2 0.041
C 0.940 -1.024 -0.273 -3.2 -3.5 1.7 -0.145
H -4.258 -2.442 1.000 -0.1 0.0 -0.2 0.075
H -5.465 -3.088 -0.118 0.1 0.0 0.0 0.095
H -3.747 -3.208 -0.516 -0.2 0.1 0.0 0.075
H -4.820 -0.466 -2.849 -0.1 -0.1 0.1 0.078
H -4.075 -2.071 -2.733 -0.2 0.1 0.1 0.075
H -5.811 -1.880 -2.470 0.1 0.0 0.0 0.095
H -5.646 0.719 -0.644 0.0 -0.2 0.0 0.082
H -6.632 -0.680 -0.213 0.1 0.0 0.0 0.097
H -5.412 -0.087 0.915 0.0 -0.1 -0.2 0.082
H -1.792 1.675 -1.428 -0.2 0.2 -0.1 0.035
H -3.089 1.207 -2.560 0.1 0.1 0.2 0.049
H -3.494 2.005 -1.019 0.1 0.0 -0.1 0.052
H -1.382 0.223 1.207 -0.2 0.1 0.3 0.015
H -3.065 0.674 1.608 0.2 -0.1 0.0 0.057
H -2.539 -1.030 1.755 0.1 0.2 -0.1 0.050
H -1.507 -2.396 -0.923 0.0 0.9 0.2 0.126
H -1.771 -1.482 -2.492 0.4 0.3 0.8 0.113
H 0.240 -0.444 -2.256 0.1 1.1 0.1 0.138
H 1.583 -1.952 -0.542 -2.3 -0.4 0.5 0.196
H 0.311 -1.098 0.789 2.5 0.1 -2.4 0.203
C 0.222 5.160 0.408 -0.2 0.1 0.1 -0.052
C 0.774 3.780 0.235 0.4 -0.1 0.0 -0.278
C 1.233 3.403 -1.030 -0.3 -0.3 0.0 -0.031
C 1.673 2.099 -1.233 0.9 0.6 0.2 -0.038
C 1.754 1.199 -0.178 -1.1 0.3 -0.1 -0.240
C 2.088 -0.222 -0.522 5.6 4.8 0.6 -0.302
C 3.536 -0.528 0.191 -1.4 -1.5 1.0 -0.128
C 4.251 -1.631 -0.305 0.5 -0.2 0.2 -0.061
C 5.216 -2.310 0.470 -0.6 0.8 0.0 -0.028
C 5.503 -1.877 1.785 0.0 0.9 -0.6 -0.278
C 6.473 -2.657 2.610 -0.1 0.0 0.0 -0.054
C 4.962 -0.652 2.243 -0.9 0.3 -1.0 -0.010
C 3.937 -0.016 1.459 0.5 -0.1 0.0 -0.023
C 1.314 1.564 1.110 0.6 0.8 0.2 -0.060
C 0.877 2.881 1.317 -0.2 -0.2 -0.3 -0.017
H 0.185 5.426 1.464 0.0 0.2 -0.1 0.079
H 0.791 5.913 -0.152 -0.1 -0.2 0.2 0.089
H -0.803 5.168 0.025 0.0 0.2 0.1 0.086
H 1.230 4.110 -1.874 0.0 -0.3 0.6 0.127
H 2.179 1.829 -2.165 -0.5 0.0 0.0 0.123
H 2.354 -0.237 -1.616 -0.5 -0.3 0.9 0.153
H 4.101 -1.919 -1.352 -0.1 -0.2 0.4 0.113
H 5.753 -3.176 0.048 -0.4 0.5 0.3 0.123
H 6.388 -2.392 3.656 0.1 0.0 0.2 0.077
H 6.230 -3.706 2.500 0.1 -0.3 0.1 0.080
H 7.501 -2.513 2.284 0.1 0.1 0.0 0.091
H 5.311 -0.166 3.196 -0.5 -0.7 -1.1 0.130
H 3.496 0.937 1.809 0.5 -0.9 -0.1 0.097
H 1.523 0.927 1.997 -0.7 0.3 -0.9 0.124
H 0.601 3.222 2.329 0.1 -0.2 -0.6 0.123

76
Properties=species:S:1:pos:R:3:forces:R:3:lowdin_charge:R:1 method="wB97M-V/def2-TZVPD" e_tot_ha=-2104.87986 gap_ev=7.50 e_above_lowest_kj_mol=284.09 total_charge=0
Pb -0.156 -2.408 6.614 0.6 -1.9 -2.0 1.496
O -0.952 -2.812 -1.955 0.4 0.6 -0.2 0.177
C -1.510 -2.242 -1.074 -0.9 -0.8 1.3 -0.370
O -1.014 -1.890 0.118 0.3 0.4 -0.2 0.209
B -2.108 -1.512 1.025 0.6 0.0 -0.5 -0.861
O -3.348 -1.691 0.301 0.0 0.4 0.3 0.249
C -3.058 -2.109 -0.926 0.9 -0.7 -1.2 -0.389
O -3.774 -2.490 -1.796 -0.8 0.4 0.3 0.181
O -1.834 -0.158 1.584 -0.2 -0.2 -0.3 0.250
C -1.339 -0.276 2.781 -0.2 0.5 0.8 -0.367
O -0.860 0.599 3.452 0.0 -0.3 0.0 0.122
C -1.527 -1.752 3.235 0.5 -0.2 -0.9 -0.332
O -2.016 -2.386 2.232 -0.4 -0.5 0.4 0.286
O -1.172 -2.292 4.275 -0.1 0.5 0.8 -0.089
O 0.677 -4.205 5.303 -0.9 2.7 1.9 -0.500
H 0.246 -3.760 4.558 0.2 -0.6 -0.5 -0.124
C 2.578 3.218 6.458 0.5 1.1 -1.4 -0.100
C 1.247 3.725 5.868 -0.4 -1.2 1.9 -0.227
C 0.464 2.618 5.161 -0.4 0.7 -1.4 -0.182
C 0.343 1.337 5.816 0.3 0.1 0.0 -0.196
N 0.208 0.323 6.329 0.2 -0.6 0.2 0.068
H 2.460 2.375 7.133 -0.1 0.1 0.1 0.070
H 3.043 4.083 6.931 0.0 -0.3 0.5 0.076
H 3.297 2.946 5.679 -0.1 -0.3 -0.1 0.073
H 1.282 4.619 5.253 0.3 -0.1 -0.1 0.114
H 0.706 3.977 6.786 -0.4 0.4 -0.3 0.109
H 0.875 2.487 4.157 0.3 -0.6 0.2 0.092
H -0.561 2.885 4.879 0.0 0.3 0.4 0.137
C -2.112 -4.921 -6.436 -0.2 0.1 -0.2 -0.117
C -1.526 -4.437 -5.122 0.3 0.8 0.4 -0.236
C -1.600 -2.904 -4.897 -0.1 0.2 -0.1 -0.196
C -1.761 -2.110 -6.114 0.1 -0.1 0.2 -0.253
N -1.846 -1.453 -7.050 -0.1 0.1 -0.2 0.135
H -2.192 -6.007 -6.483 0.4 0.0 -0.1 0.067
H -1.483 -4.517 -7.230 0.0 -0.4 -0.2 0.073
H -3.117 -4.571 -6.685 0.0 0.3 0.5 0.076
H -0.452 -4.623 -5.079 -0.1 -0.5 -0.2 0.107
H -1.940 -4.889 -4.220 -0.2 -0.2 -0.2 0.104
H -0.665 -2.560 -4.455 -0.1 0.0 0.1 0.067
H -2.399 -2.635 -4.205 -0.1 0.0 -0.1 0.098
C 0.932 2.202 1.335 -0.5 0.5 1.1 -0.105
C 1.943 3.322 1.588 -0.3 -0.7 -0.5 -0.240
C 3.227 3.136 0.783 0.6 0.9 -0.5 -0.178
C 2.968 2.982 -0.656 0.2 -0.1 0.0 -0.224
N 2.822 2.778 -1.778 -0.1 0.2 0.1 0.170
H 0.002 2.494 1.829 -0.1 -0.1 -0.1 0.070
H 1.226 1.294 1.865 0.1 -0.2 -0.5 0.072
H 0.671 2.046 0.290 0.3 -0.2 -0.1 0.065
H 2.167 3.385 2.653 0.2 0.0 0.0 0.089
H 1.480 4.270 1.310 0.2 0.1 -0.1 0.118
H 3.918 2.328 1.031 -0.5 -0.3 0.5 0.122
H 3.841 4.034 0.901 0.0 0.0 -0.1 0.119
C 3.970 -1.018 -0.881 0.8 -0.4 0.2 -0.111
C 2.473 -1.058 -0.608 0.8 -0.3 -0.4 -0.242
C 1.611 -0.461 -1.718 -0.8 -0.5 0.6 -0.193
C 1.660 -1.114 -3.021 0.7 0.4 -0.1 -0.210
N 1.711 -1.602 -4.058 -0.1 -0.2 0.0 0.166
H 4.422 -0.027 -0.949 -0.1 0.1 0.0 0.064
H 4.292 -1.595 -1.753 -0.5 0.3 -0.4 0.077
H 4.477 -1.593 -0.099 0.0 0.4 0.3 0.070
H 2.230 -0.463 0.274 0.1 -0.3 0.2 0.092
H 2.311 -2.118 -0.411 -0.8 0.1 0.0 0.116
H 1.813 0.609 -1.724 0.0 0.0 -0.7 0.073
H 0.567 -0.591 -1.419 0.0 0.2 0.2 0.075
C -1.161 1.674 -3.183 -1.3 0.4 -0.4 -0.082
C -1.709 1.508 -1.763 0.1 0.0 -0.5 -0.241
C -3.199 1.166 -1.708 -0.2 -1.3 0.1 -0.184
C -4.100 2.297 -1.885 0.3 -0.1 -0.3 -0.222
N -4.792 3.204 -2.004 -0.1 0.2 0.0 0.142
H -1.680 2.513 -3.659 0.5 0.3 0.0 0.079
H -1.473 0.860 -3.844 0.3 -0.4 0.3 0.077
H -0.081 1.787 -3.202 0.0 0.1 -0.1 0.064
H -1.614 2.439 -1.201 0.6 -0.2 0.2 0.111
H -1.095 0.704 -1.355 -0.4 0.1 0.7 0.075
H -3.505 0.678 -0.776 0.3 0.4 0.3 0.107
H -3.427 0.355 -2.408 -0.1 0.4 -0.4 0.121